This record from OMol25 describes 10 unconnected molecules or ions with the total composition BF4H18O9. The level of theory is wB97M-V/def2-TZVPD.

Computed properties:
net charge = -1
HOMO level = -7.57 eV
energy above the lowest of the compared OMol25 structures with the same formula, charge and spin = 1.031 eV
largest force on an atom = 2.1 eV Å⁻¹
HOMO-LUMO gap = 10.209 eV

Last columns: bonded neighbours and bond lengths (Å).
Atoms and positions in Å:
1 B -7.121 27.295 24.287  F2 1.390, F3 1.414, F4 1.392, F5 1.377
2 F -7.661 28.496 23.844  B1 1.390
3 F -8.061 26.265 24.052  B1 1.414
4 F -6.006 26.924 23.542  B1 1.392
5 F -6.886 27.419 25.639  B1 1.377
6 O -6.410 27.682 20.326  H7 0.957, H8 0.957
7 H -5.937 27.502 21.138  O6 0.957
8 H -6.177 26.957 19.746  O6 0.957
9 O -10.081 30.102 23.137  H10 0.957, H11 0.957
10 H -9.986 30.674 23.898  O9 0.957
11 H -9.686 30.594 22.417  O9 0.957
12 O -6.596 30.085 26.782  H13 0.957, H14 0.957
13 H -6.758 29.249 26.344  O12 0.957
14 H -7.456 30.503 26.827  O12 0.957
15 O -8.181 23.565 23.754  H16 0.957, H17 0.957
16 H -7.826 24.425 23.977  O15 0.957
17 H -8.110 23.516 22.800  O15 0.957
18 O -3.826 28.305 24.668  H19 0.957, H20 0.957
19 H -3.659 29.229 24.482  O18 0.957
20 H -4.667 28.124 24.249  O18 0.957
21 O -8.745 28.266 21.254  H22 0.957, H23 0.957
22 H -8.714 28.589 22.154  O21 0.957
23 H -7.861 27.940 21.085  O21 0.957
24 O -5.199 24.501 23.764  H25 0.957, H26 0.957
25 H -5.685 25.325 23.735  O24 0.957
26 H -4.287 24.755 23.621  O24 0.957
27 O -6.445 26.415 27.921  H28 0.957, H29 0.957
28 H -6.581 26.853 27.081  O27 0.957
29 H -7.318 26.122 28.183  O27 0.957
30 O -9.892 27.195 25.741  H31 0.957, H32 0.957
31 H -8.994 27.203 25.410  O30 0.957
32 H -10.428 27.431 24.984  O30 0.957


This record from OMol25 describes a gas-phase ion, C3H8N3S (charge +1). The level of theory is wB97M-V/def2-TZVPD.

Computed properties:
net charge = +1
HOMO level (spin up / spin down) = -12.71 / -12.71 eV
energy above the lowest of the compared OMol25 structures with the same formula, charge and spin = 4.761 eV
largest force on an atom = 4.2 eV Å⁻¹
HOMO-LUMO gap (spin up / spin down) = 8.813 / 8.815 eV

Last columns: bonded neighbours and bond lengths (Å).
Atoms and positions in Å:
1 C 1.184 1.159 -0.277  C2 1.535, N4 1.229, H8 1.145
2 C 1.372 -0.116 0.557  C1 1.535, N5 1.503, H9 1.069, H10 1.000
3 C -1.003 0.317 0.808  N5 1.358, S7 1.798, H11 1.072
4 N 0.081 1.674 -0.449  C1 1.229
5 N -0.042 -0.623 0.619  C2 1.503, C3 1.358, N6 1.446
6 N -0.179 -1.248 -0.677  N5 1.446, H12 1.093, H13 0.984, H14 1.086
7 S -2.571 0.079 -0.039  C3 1.798, H15 1.366
8 H 2.158 1.589 -0.699  C1 1.145
9 H 2.100 -0.708 0.046  C2 1.069
10 H 1.701 -0.094 1.500  C2 1.000
11 H -0.995 0.821 1.755  C3 1.072
12 H 0.392 -2.162 -0.858  N6 1.093
13 H 0.042 -0.567 -1.353  N6 0.984
14 H -1.172 -1.461 -1.061  N6 1.086
15 H -3.068 1.340 0.127  S7 1.366


Q: Among the records above, which one has the lowest net charge?
A: BF4H18O9